Density functional theory data (the ωB97M-V functional and the def2-TZVPD basis) for 2 unconnected molecules or ions with the total composition C6H12.

Geometry (Å):
C1 -0.641 1.134 1.700
C2 0.648 0.629 1.056
C3 0.756 -0.851 0.743
C4 0.807 -0.650 -0.682
C5 -0.987 -1.131 -1.621
C6 0.787 0.859 -0.483
H1 -1.517 0.796 1.131
H2 -0.669 2.230 1.749
H3 -0.739 0.744 2.720
H4 1.508 1.043 1.603
H5 -0.314 -1.071 -0.250
H6 0.964 -1.733 1.337
H7 1.351 -1.203 -1.448
H8 -0.842 -0.518 -2.513
H9 -0.991 -2.195 -1.877
H10 -1.934 -0.848 -1.139
H11 1.749 1.293 -0.771
H12 -0.021 1.407 -0.980

The energy relative to the best compared isomer or geometry (same formula, charge and spin) is 6.041 eV. For the molar mass, the calculation gives 84.2 g mol⁻¹. For the highest occupied orbital energy, the calculation gives -0.2465 Ha. As for the charge: 0. The value obtained for the energy is -235.59624 hartree.

=====

Density functional theory data (the ωB97M-V functional and the def2-TZVPD basis) for a molecular structure, C16H47N4O7Sr at a distorted geometry.

Geometry (Å):
Sr1 -0.644 -1.648 0.965
O1 -5.065 -1.851 0.275
H1 -5.585 -1.168 -0.192
O2 -2.222 -1.360 5.400
H2 -2.173 -1.399 6.375
O3 -1.323 -5.823 2.015
H3 -0.925 -6.716 2.015
C1 -3.602 -1.413 -6.821
C2 -3.132 -0.423 -5.753
C3 -3.984 0.862 -5.697
O4 -4.229 1.575 -6.904
C4 -4.940 2.847 -6.663
N1 -3.035 -0.949 -4.434
H4 -3.074 -2.351 -6.647
H5 -3.504 -0.984 -7.818
H6 -4.682 -1.546 -6.766
H7 -2.112 -0.156 -6.027
H8 -3.365 1.486 -5.053
H9 -4.894 0.621 -5.148
H10 -5.211 3.344 -7.594
H11 -4.276 3.564 -6.181
H12 -5.831 2.714 -6.050
H13 -2.853 -1.928 -4.602
H14 -3.972 -0.975 -4.057
C5 -4.444 4.115 1.714
C6 -3.153 3.863 0.848
C7 -2.639 5.107 0.050
O5 -1.544 4.814 -0.810
C8 -1.211 5.966 -1.638
N2 -2.098 3.297 1.726
H15 -4.688 3.136 2.127
H16 -5.251 4.564 1.135
H17 -4.160 4.753 2.550
H18 -3.392 3.184 0.029
H19 -2.308 5.975 0.619
H20 -3.518 5.373 -0.537
H21 -0.859 6.772 -0.994
H22 -2.054 6.415 -2.163
H23 -0.420 5.651 -2.319
H24 -1.828 4.010 2.389
H25 -2.485 2.555 2.291
C9 5.234 -2.856 5.321
C10 3.777 -2.854 5.700
C11 3.386 -2.921 7.179
O6 3.643 -4.149 7.855
C12 3.535 -4.181 9.248
N3 3.075 -1.764 5.083
H26 5.850 -2.040 5.699
H27 5.253 -2.708 4.241
H28 5.795 -3.756 5.572
H29 3.254 -3.715 5.282
H30 2.316 -2.722 7.246
H31 3.805 -2.010 7.607
H32 2.491 -4.287 9.542
H33 3.974 -3.350 9.799
H34 3.887 -5.113 9.691
H35 2.367 -1.402 5.706
H36 3.725 -0.996 4.994
C13 4.420 1.112 -2.997
C14 3.416 -0.018 -2.663
C15 4.079 -1.366 -2.267
O7 3.159 -2.333 -1.763
C16 3.748 -3.644 -1.664
N4 2.797 0.469 -1.406
H37 3.888 2.060 -3.079
H38 4.828 0.890 -3.984
H39 5.228 1.004 -2.273
H40 2.710 -0.176 -3.478
H41 4.884 -1.310 -1.535
H42 4.564 -1.814 -3.134
H43 3.108 -4.284 -1.056
H44 4.689 -3.634 -1.115
H45 3.938 -4.106 -2.633
H46 3.484 0.748 -0.720
H47 2.378 1.354 -1.654

The energy relative to the best compared isomer or geometry (same formula, charge and spin) is 12.740 eV. For the molar mass, the calculation gives 495.2 g mol⁻¹. For the highest occupied orbital energy, the calculation gives -0.1162 Ha. As for the charge: -1. The value obtained for the energy is -1413.77538 hartree.

=====

Density functional theory data (the ωB97M-V functional and the def2-TZVPD basis) for 2 unconnected molecules or ions with the total composition H4O2 at a distorted geometry.

Geometry (Å):
H1 2.649 2.812 -0.443
H2 2.044 3.068 -1.733
O1 1.782 2.709 -0.879
H3 -1.515 -2.412 1.631
H4 -2.512 -2.146 0.609
O2 -1.888 -2.833 0.850

The energy relative to the best compared isomer or geometry (same formula, charge and spin) is 0.284 eV. For the molar mass, the calculation gives 36.0 g mol⁻¹. Its SMILES is O.O. For the highest occupied orbital energy, the calculation gives -0.4248 Ha. As for the charge: 0. The value obtained for the energy is -152.86449 hartree.

=====

Density functional theory data (the ωB97M-V functional and the def2-TZVPD basis) for 3 unconnected molecules or ions with the total composition C5H13NO2 at a distorted geometry.

Geometry (Å):
C1 0.111 0.548 0.404
C2 0.331 -0.575 -0.409
C3 2.255 -1.063 0.553
C4 -1.774 0.012 -0.738
C5 -1.930 0.812 -2.006
N1 -0.025 0.445 1.742
O1 0.394 1.750 -0.136
O2 1.674 -1.685 1.728
H1 0.361 2.454 0.521
H2 2.317 -1.932 2.404
H3 0.072 1.268 2.316
H4 0.164 -0.471 2.161
H5 0.641 -0.414 -1.426
H6 0.030 -1.548 -0.064
H7 2.708 -1.819 -0.094
H8 2.970 -0.276 0.820
H9 -2.303 0.435 0.116
H10 -2.080 -1.028 -0.848
H11 -1.403 0.344 -2.842
H12 -2.978 0.919 -2.315
H13 -1.535 1.825 -1.886

The energy relative to the best compared isomer or geometry (same formula, charge and spin) is 6.305 eV. For the molar mass, the calculation gives 119.2 g mol⁻¹. For the highest occupied orbital energy, the calculation gives -0.2114 Ha. As for the charge: 0. The value obtained for the energy is -403.34490 hartree.

=====

Density functional theory data (the ωB97M-V functional and the def2-TZVPD basis) for a gas-phase ion, C12H15N4O (charge +1) at a distorted geometry.

Geometry (Å):
C1 1.407 2.894 4.379
H1 0.951 3.455 5.101
O1 0.348 2.355 3.544
C2 0.447 1.688 2.546
C3 -0.831 1.321 1.953
C4 -0.597 0.403 0.952
C5 -1.564 -0.334 0.241
C6 -0.731 -0.763 -1.029
C7 -1.059 -1.541 -2.131
N1 -0.383 -2.008 -3.082
C8 1.243 -1.567 -3.029
H2 1.763 -2.185 -3.530
H3 0.887 -0.535 -3.685
C9 1.665 -1.323 -1.647
N2 0.575 -0.486 -0.883
C10 0.747 0.091 0.427
C11 1.738 0.628 0.931
C12 1.722 1.385 2.114
H4 2.718 1.809 2.345
H5 2.937 0.388 0.553
H6 2.484 -0.539 -1.710
H7 1.995 -2.295 -0.988
N3 -2.401 -2.140 -2.288
H8 -2.405 -2.868 -2.952
N4 -3.167 -0.806 -2.870
H9 -4.298 -1.297 -2.918
H10 -3.451 -0.195 -1.990
H11 -2.690 -2.590 -1.527
H12 -2.542 -0.321 0.334
H13 -1.658 1.315 2.476
H14 2.207 2.239 4.671
H15 1.944 3.820 3.693

The energy relative to the best compared isomer or geometry (same formula, charge and spin) is 8.795 eV. For the molar mass, the calculation gives 231.3 g mol⁻¹. Its SMILES is COc1ccc2c(c1)cc1n2CCN=C1[NH2+]N. For the highest occupied orbital energy, the calculation gives -0.3916 Ha. As for the charge: +1. The value obtained for the energy is -759.92867 hartree.

=====

Density functional theory data (the ωB97M-V functional and the def2-TZVPD basis) for a molecular structure, H2N2O4S at a distorted geometry.

Geometry (Å):
N1 -1.167 -1.231 0.183
N2 1.217 -0.159 -0.010
O1 -1.927 -2.153 0.030
O2 0.424 1.966 -1.002
O3 -0.089 1.510 1.398
O4 -1.437 -0.213 -0.588
S1 0.140 1.077 0.063
H1 1.125 -0.765 0.760
H2 1.714 -0.032 -0.834

The energy relative to the best compared isomer or geometry (same formula, charge and spin) is 2.297 eV. For the molar mass, the calculation gives 126.1 g mol⁻¹. For the highest occupied orbital energy, the calculation gives -0.3747 Ha. As for the charge: 0. The value obtained for the energy is -809.69390 hartree.